Record 1
10
Properties=species:S:1:pos:R:3:lowdin_charge:R:1 method="wB97M-V/def2-TZVPD" total_charge=-1 de_lowest_kcal_mol=22.9 fmax_ev_per_a=3.606 orbital_gap_ev=7.7 homo_ev=-4.747
C 0.3014 0.4046 -1.4736 -0.784
C -0.8169 -0.2412 0.8062 -0.834
C 0.3217 0.3918 -0.0390 -0.770
O 0.9433 -0.0194 -2.3863 0.081
O -0.6911 1.2426 -1.3410 -0.002
F -0.2914 -0.5349 2.1041 -0.162
Cl -1.4636 -1.6471 0.1490 0.744
Cl 1.8827 -1.8281 0.2230 -0.283
Br 1.2767 1.6532 0.8281 0.897
H -1.4629 0.5786 1.1295 0.114

***

Record 2
25
Properties=species:S:1:pos:R:3:lowdin_charge:R:1 method="wB97M-V/def2-TZVPD" total_charge=+1 de_lowest_kcal_mol=0.0 fmax_ev_per_a=2.688 orbital_gap_ev="9.8 / 5.5" homo_ev="-15.091 / -14.895" spin_multiplicity=2 s_squared=0.7570
O -0.6163 0.6943 1.4504 0.284
C -0.6360 -0.2692 0.7586 -0.089
C -0.0249 -0.3204 -0.6056 -0.064
C 1.1767 -1.3094 -0.5369 -0.366
C 2.0015 -1.1352 0.7524 -0.040
C 0.7124 -2.7635 -0.8355 -0.041
H -1.1839 -1.1802 1.0825 0.224
H -0.7175 -0.7140 -1.3530 0.144
H 0.2817 0.5817 -1.1343 0.107
H 1.8586 -1.1190 -1.3672 0.149
H 2.1922 -0.0691 0.8302 0.095
H 2.8996 -1.7279 0.7325 0.095
H 1.4249 -1.5626 1.5766 0.088
H -0.3263 -2.7937 -1.1867 0.079
H 1.1948 -3.0614 -1.7686 0.093
H 0.8146 -3.4851 -0.0320 0.086
H -0.6154 2.9175 1.4108 0.002
H 0.4427 2.6344 2.4390 0.035
O 0.1295 3.3334 1.8528 -0.021
H -0.5802 3.0307 -2.0009 0.065
H -0.9636 1.8136 -2.5282 0.030
O -0.1328 2.2652 -2.4065 -0.043
H -2.8454 1.4265 1.6662 0.053
H -3.4920 1.7741 0.4070 0.073
O -2.9947 1.0393 0.7961 -0.040